C13H19BrN4O4S | ωB97M-V/def2-TZVPD

```
42
Properties=species:S:1:pos:R:3
C 1.8258 -4.7726 -0.9157
C 3.0806 -4.8107 -0.0535
O 3.5319 -3.4994 0.2804
C 2.8076 -2.8475 1.2108
O 1.8709 -3.3309 1.8019
N 3.2951 -1.5966 1.4577
C 4.1767 -0.9365 0.5195
C 3.3576 -0.2619 -0.5832
C 2.3191 0.6930 0.0231
N 1.4174 1.2391 -0.9804
S 0.3019 0.2645 -1.7568
O 0.0339 0.9209 -2.9991
O 0.7154 -1.1190 -1.8033
C -1.1292 0.4142 -0.7053
C -1.6374 1.6822 -0.5418
C -2.7490 1.8503 0.2719
Br -3.4882 3.5707 0.5512
C -3.3037 0.7338 0.8833
N -2.8243 -0.4780 0.7201
C -1.7535 -0.6754 -0.0608
N -1.3087 -1.9318 -0.1845
C 1.4918 -0.0097 1.1001
C 2.4048 -0.6756 2.1324
H 0.9874 -4.4109 -0.3261
H 1.6003 -5.7720 -1.2768
H 1.9706 -4.1080 -1.7644
H 3.9180 -5.2581 -0.5929
H 2.8894 -5.3702 0.8680
H 4.8607 -1.6700 0.0951
H 4.7539 -0.1915 1.0763
H 4.0171 0.2873 -1.2580
H 2.8336 -1.0263 -1.1575
H 2.8373 1.5489 0.4779
H 1.8772 1.8161 -1.6683
H -1.1646 2.5082 -1.0492
H -4.1685 0.8186 1.5272
H -1.7891 -2.6623 0.3099
H -0.5248 -2.1197 -0.7944
H 0.8233 0.7056 1.5807
H 0.8931 -0.7903 0.6327
H 1.8123 -1.2404 2.8528
H 3.0102 0.0666 2.6589
```

Summary:
Kohn-Sham gap ... 0.3249 Ha
F_max ... 0.8 eV Å⁻¹
DFT total energy ... -3999.00463 Ha
Charge ... 0
HOMO energy ... -8.53 eV
LUMO ... 0.31 eV

C3H31O13 | ωB97M-V/def2-TZVPD

```
47
Properties=species:S:1:pos:R:3
C 1.5108 -1.8958 0.9131
C 0.5888 -0.8868 0.1451
C -0.8652 -1.1348 -0.0109
O 0.8418 0.4352 0.7051
H 1.4648 -1.9958 2.0121
H 2.5308 -1.5728 0.6531
H 1.2848 -2.8208 0.4811
H 0.9728 -0.9188 -0.9529
H -1.1352 -2.2768 -0.0969
H -1.3202 -0.5088 -0.7979
H -1.4032 -0.8618 0.8741
O 0.2758 1.3612 -1.7329
H 0.4728 1.0692 -0.8169
H 0.2248 0.5792 -2.2689
O 0.6718 2.8142 1.4061
H 0.6778 1.8542 1.1791
H 1.5048 3.2122 1.3851
O -3.7282 -0.0198 0.0541
H -3.2602 0.7802 0.1841
H -4.6012 0.2492 -0.2549
O -2.3082 1.7682 -2.7189
H -3.2052 1.7402 -2.2979
H -1.6252 1.7262 -2.0399
O 0.2418 -0.6288 -3.5019
H 1.0818 -1.0058 -3.2069
H 0.3828 -0.2648 -4.4229
O -1.9892 1.8902 0.5851
H -1.7702 2.4042 1.3511
H -1.2702 1.3062 0.5651
O -3.2702 -0.1998 2.9981
H -3.3602 -0.2828 2.0571
H -2.3152 -0.3248 3.2451
O -3.2682 -1.5668 -2.4029
H -3.6032 -1.2998 -1.6039
H -2.3852 -1.8978 -2.1909
O 3.0608 0.7602 -1.0659
H 2.7678 0.6622 -2.0019
H 2.2928 0.7032 -0.4679
O 5.0848 -1.1388 -0.2039
H 4.3428 -0.5468 -0.3419
H 5.3498 -1.2558 -1.1619
O 2.9388 0.7042 2.6071
H 3.7488 0.7982 2.0201
H 2.3368 0.2732 2.0151
O -0.3062 -0.5118 3.1961
H 0.4578 -0.9078 3.6461
H -0.1182 -0.3648 2.2821
```

Summary:
Energy above the lowest of the compared OMol25 structures with the same formula, charge and spin ... 88.1 kJ/mol
Kohn-Sham gap ... 0.3186 Ha
F_max ... 3.8 eV Å⁻¹
DFT total energy ... -1111.06506 Ha
Charge ... -1
HOMO energy ... -6.37 eV
LUMO ... 2.30 eV

C10H11NO3S | ωB97M-V/def2-TZVPD

```
26
Properties=species:S:1:pos:R:3
C -4.3901 -0.2963 0.0233
C -3.7563 0.9270 0.1582
C -3.6382 -1.4419 -0.1848
C -2.3767 1.0159 0.1054
C -2.2600 -1.3716 -0.2368
C -1.6278 -0.1407 -0.0860
C 0.7735 0.9364 -0.1656
C 2.0210 0.0907 -0.0267
C 2.9008 0.1003 -1.2581
C 2.7445 0.3162 1.2816
N -0.2383 -0.1415 -0.0920
O 0.5942 2.1051 -0.3056
O 0.8352 -2.0164 1.3251
O 0.9388 -2.2191 -1.1137
S 0.9212 -1.3859 0.0460
H -5.4665 -0.3617 0.0790
H -4.3407 1.8214 0.3173
H -4.1275 -2.3970 -0.3036
H -1.8762 1.9648 0.2107
H -1.6538 -2.2508 -0.3858
H 2.3647 -0.3485 -2.0913
H 3.8070 -0.4747 -1.0792
H 3.1746 1.1217 -1.5212
H 3.5789 -0.3722 1.3670
H 2.0682 0.1383 2.1152
H 3.1168 1.3353 1.3357
```

Summary:
Energy above the lowest of the compared OMol25 structures with the same formula, charge and spin ... 134.2 kJ/mol
Kohn-Sham gap ... 0.3505 Ha
F_max ... 3.3 eV Å⁻¹
DFT total energy ... -1066.31280 Ha
Charge ... 0
HOMO energy ... -8.92 eV
LUMO ... 0.62 eV

C13H25N3O3PPbS3 | ωB97M-V/def2-TZVPD

```
49
Properties=species:S:1:pos:R:3
Pb -1.4254 0.1134 -1.2199
C 3.6981 4.4967 0.2850
C 2.2466 4.1390 0.0654
O 2.1598 2.7347 -0.2390
P 1.2353 2.2578 -1.4676
S 1.4337 0.2726 -1.4655
S -0.5711 3.0220 -1.3885
O 1.9532 2.9141 -2.7443
C 3.2602 2.4704 -3.1554
C 3.1550 1.6858 -4.4430
H 3.7894 5.5517 0.5490
H 4.2772 4.3161 -0.6213
H 4.1244 3.8984 1.0906
H 1.8124 4.7280 -0.7438
H 1.6501 4.3166 0.9615
H 3.7200 1.8742 -2.3645
H 3.8547 3.3748 -3.2920
H 2.5573 0.7885 -4.2874
H 4.1499 1.3923 -4.7839
H 2.6854 2.2915 -5.2183
O -3.9445 -1.3005 -0.6575
C -4.0054 -2.5702 -1.2604
C -2.7005 -3.3334 -1.2298
C -2.6948 -4.7208 -1.1694
C -1.4865 -5.3947 -1.2121
C -0.3130 -4.6615 -1.2978
C -0.4039 -3.2827 -1.3261
N -1.5680 -2.6266 -1.2993
H -3.7766 -1.3699 0.2969
H -4.2734 -2.3874 -2.3040
H -4.7947 -3.1882 -0.8212
H -3.6309 -5.2584 -1.0864
H -1.4595 -6.4760 -1.1706
H 0.6545 -5.1424 -1.3367
H 0.4888 -2.6680 -1.3715
C -0.9626 -1.9619 4.7119
N -1.7359 -1.5403 3.5613
C -1.7730 -0.2646 3.0959
S -2.9339 0.2145 1.9903
N -0.7872 0.5479 3.5160
C -0.6672 1.9420 3.1194
H -1.1611 -3.0147 4.8934
H -1.2176 -1.4030 5.6184
H 0.1077 -1.8651 4.5201
H -2.5710 -2.0562 3.3443
H -0.2684 0.2656 4.3303
H -0.9919 2.0492 2.0881
H 0.3791 2.2333 3.1911
H -1.2747 2.5955 3.7484
```

Summary:
Energy above the lowest of the compared OMol25 structures with the same formula, charge and spin ... 0.0 kJ/mol
Kohn-Sham gap (alpha / beta) ... 0.1939 / 0.3103 Ha
F_max ... 0.4 eV Å⁻¹
DFT total energy ... -2629.21168 Ha
Charge ... 0
HOMO energy (alpha / beta) ... -4.96 / -8.14 eV
Expectation value of S² ... 0.753
LUMO (alpha / beta) ... 0.31 / 0.30 eV
2S+1 ... 2

C5H13N2 | ωB97M-V/def2-TZVPD

```
20
Properties=species:S:1:pos:R:3
C -0.3160 2.3489 1.1750
C -0.2510 1.2734 0.0604
C -0.3675 -0.2200 0.7406
C -0.2008 -1.4783 -0.0963
C 0.0928 -2.6393 0.5435
N -0.0460 -1.2363 -1.4926
N 0.9116 1.4170 -0.7738
H 0.4329 2.2836 1.9085
H -0.7371 3.2473 0.7192
H -1.2532 2.0665 1.7564
H -1.1836 1.4727 -0.4584
H -1.4575 -0.3530 1.0127
H 0.2423 -0.2242 1.5859
H 0.1670 -2.8242 1.6307
H 0.5179 -3.4269 -0.1311
H -0.9239 -1.3947 -1.9242
H 0.5816 -1.9027 -1.8822
H 1.0338 2.2517 -1.3463
H 0.9962 0.5451 -1.3587
H 1.7799 1.2860 -0.1876
```

Summary:
Energy above the lowest of the compared OMol25 structures with the same formula, charge and spin ... 399.8 kJ/mol
Kohn-Sham gap (alpha / beta) ... 0.0749 / 0.2424 Ha
F_max ... 4.2 eV Å⁻¹
DFT total energy ... -307.59691 Ha
Charge ... 0
HOMO energy (alpha / beta) ... -2.07 / -6.73 eV
Expectation value of S² ... 0.753
LUMO (alpha / beta) ... -0.03 / -0.13 eV
2S+1 ... 2

C12H20O | ωB97M-V/def2-TZVPD

```
33
Properties=species:S:1:pos:R:3
C 1.7695 -0.8972 -0.4995
C 1.0386 0.3095 0.0282
C 0.2384 -0.1039 1.2649
C -1.0261 0.4764 1.5426
C -1.6760 0.1847 2.7646
C -1.0338 -0.6640 3.6585
O -1.5469 -0.9704 4.8604
C 0.2787 -1.1600 3.4143
C 0.8783 -0.9798 2.1744
H 2.8696 -0.5928 -0.7067
H 1.3525 -1.2714 -1.4672
H 1.8287 -1.8670 0.1270
H 1.7861 1.2197 0.3381
H 0.4095 0.8581 -0.8365
H -1.4201 1.2623 0.8207
H -2.6193 0.7508 2.9489
H -2.5670 -0.9063 4.9833
H 0.8303 -1.6927 4.1582
H 1.8988 -1.3256 2.1198
C 1.4694 0.2495 -3.7503
C 0.0623 0.8871 -3.6541
C -0.1185 2.3093 -4.1395
C -0.7931 -0.1056 -4.5583
H 2.1597 0.6246 -2.9375
H 1.9777 0.6252 -4.6203
H 1.2939 -0.8668 -3.4716
H -0.4701 0.7731 -2.6286
H 0.3578 2.6265 -4.9566
H -1.1981 2.5475 -4.4174
H 0.1952 2.9354 -3.2941
H -0.6374 -1.1726 -4.3663
H -1.8470 0.1666 -4.5626
H -0.3507 0.0339 -5.5889
```

Summary:
Energy above the lowest of the compared OMol25 structures with the same formula, charge and spin ... 251.5 kJ/mol
Kohn-Sham gap ... 0.3278 Ha
F_max ... 4.6 eV Å⁻¹
DFT total energy ... -544.38995 Ha
Charge ... 0
HOMO energy ... -8.11 eV
LUMO ... 0.80 eV

C44H105N7O10 | ωB97M-V/def2-TZVPD

```
166
Properties=species:S:1:pos:R:3
C 0.0451 2.0100 -3.0839
C 1.1812 3.0047 -2.9357
C 2.5237 2.3305 -3.0632
C 1.1484 4.1437 -3.9803
C 0.0155 5.1638 -3.7458
C 0.2266 5.8854 -2.3465
C 0.2020 4.8095 -1.1981
C 0.8002 5.5154 0.0320
C -1.2178 4.3809 -0.8289
N 1.1742 3.7065 -1.5915
O 1.5765 2.9010 -0.4686
H -0.2090 1.7643 -4.1150
H -0.8746 2.2852 -2.5675
H 0.4053 1.2005 -2.4490
H 3.3283 3.0653 -3.0373
H 2.6125 1.7460 -3.9789
H 2.6801 1.6048 -2.2651
H 2.1251 4.6271 -3.9606
H 1.0469 3.6228 -4.9323
H -0.9619 4.6843 -3.7994
H -0.0510 6.0505 -4.3763
H -0.6311 6.5528 -2.2625
H 1.1364 6.4841 -2.3040
H 1.5552 6.2277 -0.3007
H -0.0527 5.8700 0.6108
H 1.3313 4.9115 0.7678
H -1.2880 3.8346 0.1117
H -1.9157 5.1921 -0.6217
H -1.7003 3.7754 -1.5962
H 2.3347 3.4298 -0.2094
C 0.4018 0.7953 7.1940
C 1.0490 -0.2182 8.0825
C 0.1347 -1.5843 8.1192
C 2.4801 -0.5691 7.6157
C 3.4498 -1.1247 8.6212
C 3.4886 -0.0184 9.7138
C 2.1161 0.2216 10.5061
C 1.8140 -1.0440 11.4459
C 2.1636 1.5882 11.2659
N 1.0444 0.3381 9.4455
O -0.1918 0.5937 10.0361
H 0.6492 0.5178 6.1694
H -0.6712 0.7673 7.3837
H 0.7265 1.7803 7.5294
H 0.7281 -2.3164 8.6670
H -0.7816 -1.4024 8.6808
H -0.0304 -1.9940 7.1227
H 2.3662 -1.4593 6.9972
H 2.8667 0.1755 6.9198
H 3.0035 -2.0384 9.0137
H 4.3373 -1.2908 8.0105
H 3.6631 0.9751 9.3008
H 4.2933 -0.1525 10.4366
H 2.7336 -1.4198 11.8946
H 1.5358 -1.8461 10.7623
H 1.0742 -0.8435 12.2208
H 2.7942 1.6112 12.1546
H 1.1934 1.9599 11.5955
H 2.4784 2.4144 10.6284
H -0.2879 1.5039 9.7467
C 0.1374 -8.8408 -4.8815
O -0.3700 -7.5502 -5.1459
C 0.7484 -6.7260 -5.6372
C 0.5442 -5.2206 -5.2601
C 0.3088 -5.0296 -3.7748
N -0.7272 -4.6757 -5.7379
H 0.7085 -8.8261 -3.9532
H 0.5867 -9.3472 -5.7358
H -0.7211 -9.4958 -4.7333
H 1.7694 -6.9931 -5.3649
H 0.6299 -6.8821 -6.7095
H 1.3175 -4.6055 -5.7203
H 0.1791 -4.0178 -3.3908
H 1.3441 -5.1821 -3.4698
H -0.4080 -5.7820 -3.4460
H -1.1162 -4.0792 -5.0217
H -1.3914 -5.3909 -5.9976
C -6.0000 1.3617 -3.6732
O -5.0244 2.0491 -4.5251
C -3.8218 1.4585 -4.9365
C -4.0731 0.1999 -5.9074
C -2.9013 -0.7352 -6.2672
N -4.3347 0.6932 -7.2528
H -5.6425 0.6221 -2.9567
H -6.6919 0.6282 -4.0871
H -6.5536 2.0568 -3.0421
H -3.3765 2.2101 -5.5883
H -3.1490 1.3084 -4.0921
H -4.9761 -0.3542 -5.6512
H -2.9048 -1.3841 -5.3914
H -1.9820 -0.1496 -6.2752
H -3.0610 -1.3886 -7.1249
H -5.0923 1.3609 -7.2380
H -4.3793 0.0675 -8.0444
C -5.8094 0.4422 6.5944
O -5.1333 -0.0868 5.4622
C -3.7369 -0.1538 5.6091
C -3.1667 -0.5252 4.2333
N -3.3934 0.6009 3.3428
C -3.0669 0.2460 1.9078
C -2.8833 1.4471 0.9494
O -4.1533 2.0130 0.7974
C -4.2731 3.3100 0.1995
H -5.6914 -0.2424 7.4344
H -6.8943 0.4561 6.4902
H -5.6167 1.4761 6.8809
H -3.2878 -0.8047 6.3592
H -3.3549 0.8145 5.9327
H -3.6591 -1.4052 3.8195
H -2.1080 -0.7845 4.2281
H -4.3094 1.0235 3.3917
H -3.7636 -0.4934 1.5129
H -2.1306 -0.3065 1.8286
H -2.7274 1.3029 -0.1197
H -2.2383 2.2265 1.3552
H -3.7087 3.4051 -0.7282
H -3.8225 3.8794 1.0124
H -5.2826 3.6810 0.0226
C 6.5499 3.2126 -4.7434
O 5.8527 2.1332 -4.2611
C 6.8579 1.1462 -3.8041
C 6.0479 -0.1121 -3.5521
N 4.8704 -0.3142 -4.5718
C 3.9387 -1.3647 -4.1340
C 2.5478 -1.3458 -4.8832
O 2.7561 -1.7235 -6.2626
C 1.5927 -1.2903 -6.9758
H 5.8505 3.8558 -5.2777
H 7.2677 2.8693 -5.4884
H 7.0649 3.7962 -3.9804
H 7.2797 1.5543 -2.8856
H 7.6601 0.9058 -4.5017
H 5.6878 -0.1592 -2.5244
H 6.7023 -0.9593 -3.7571
H 4.4433 0.5923 -4.4447
H 3.7590 -1.1255 -3.0859
H 4.3820 -2.3484 -4.2884
H 2.2073 -0.3104 -4.8891
H 1.6653 -1.7405 -4.3797
H 1.3330 -0.2578 -6.7423
H 0.7442 -1.9634 -6.8533
H 1.8770 -1.3788 -8.0244
C -3.9487 -2.8593 -2.0075
O -2.9632 -1.9123 -1.5627
C -1.7668 -2.2107 -2.2966
C -0.5292 -1.3240 -1.8108
N 0.2121 -1.7402 -0.6470
C 1.1382 -0.9133 0.0935
C 1.4200 -1.4502 1.4822
O 0.3614 -1.3949 2.4234
C 0.7790 -1.7704 3.7176
H -3.4415 -3.8239 -2.0292
H -4.4791 -2.6814 -2.9430
H -4.8245 -2.8875 -1.3592
H -1.8268 -2.1332 -3.3822
H -1.4899 -3.2073 -1.9526
H -1.0533 -0.4072 -1.5410
H 0.0221 -0.9820 -2.6867
H -0.5198 -1.9509 0.0163
H 0.7377 0.1004 0.0872
H 2.1441 -0.9205 -0.3262
H 2.2161 -0.8260 1.8880
H 1.7795 -2.4776 1.5406
H 0.0122 -1.4034 4.3999
H 1.6806 -1.2396 4.0235
H 0.8680 -2.8382 3.9176
```

Summary:
Energy above the lowest of the compared OMol25 structures with the same formula, charge and spin ... 383.0 kJ/mol
Kohn-Sham gap ... 0.3094 Ha
F_max ... 3.7 eV Å⁻¹
DFT total energy ... -2874.59436 Ha
Charge ... 0
HOMO energy ... -7.86 eV
LUMO ... 0.56 eV

C4H10O3 | ωB97M-V/def2-TZVPD

```
17
Properties=species:S:1:pos:R:3
O 0.7559 1.4987 2.8083
C 0.4366 0.6748 1.9857
C -0.9929 0.3861 1.6776
C -1.5662 1.2113 0.5128
C -1.5278 0.4734 -0.8019
O -0.1621 0.2661 -1.2295
H 1.2438 0.0748 1.5442
H -1.4217 -0.6105 1.5401
H -1.5134 0.7016 2.5918
H -1.1729 2.2200 0.4188
H -2.6496 1.2621 0.6871
H -2.0175 1.1122 -1.5510
H -2.1531 -0.4195 -0.8151
H -0.2613 0.2573 -2.1745
O 2.7977 -3.5670 -3.5343
H 2.3488 -3.3366 -2.7293
H 2.0965 -3.4215 -4.2016
```

Summary:
Energy above the lowest of the compared OMol25 structures with the same formula, charge and spin ... 175.3 kJ/mol
Kohn-Sham gap ... 0.3749 Ha
F_max ... 2.0 eV Å⁻¹
DFT total energy ... -384.08285 Ha
Charge ... 0
HOMO energy ... -9.82 eV
LUMO ... 0.39 eV